Below is a single C15H20FNO7S molecule, with properties calculated with ωB97M-V/def2-TZVPD.

```
45
Properties=species:S:1:pos:R:3:lowdin_charge:R:1
C -2.418 -1.457 -3.674 -0.0680
N -0.578 0.221 -0.720 0.1484
C 2.010 3.171 0.880 -0.2123
H -2.175 -4.141 -0.227 0.1152
C -0.187 2.269 0.492 0.0581
C -0.462 -3.016 -0.995 -0.1442
C -1.294 -4.280 -0.858 -0.2395
C 0.615 3.252 1.055 -0.0389
O 0.416 -0.475 -2.651 0.1233
C -1.257 -1.909 -1.681 -0.3115
H -3.331 -1.209 -3.119 0.0938
O 0.498 5.427 2.069 0.1383
H -1.258 2.352 0.618 0.1315
H -1.865 -0.541 -3.896 0.0907
H 0.702 -4.332 1.427 0.0632
C -1.968 5.124 2.847 -0.0401
O -1.282 4.075 2.155 -0.0580
C 4.182 4.034 1.260 -0.0582
O 2.776 4.131 1.422 -0.0530
H 4.571 3.127 1.729 0.0975
H -1.337 0.003 -0.094 0.1426
F 2.274 0.017 -0.821 0.1053
C 0.031 -5.187 1.451 -0.1456
C 0.314 1.213 -0.254 -0.1477
H 0.427 -3.217 -1.594 0.1385
S -0.400 -5.671 -0.201 0.5987
C 2.537 2.079 0.200 0.0738
C 1.699 1.110 -0.317 -0.1973
H -2.162 -1.675 -1.094 0.1523
H 3.599 1.926 0.092 0.1202
H 0.544 -6.047 1.879 0.0743
H 4.459 4.050 0.204 0.0999
H -2.027 6.014 2.224 0.0963
C -0.367 -0.660 -1.754 -0.4336
H -0.136 -2.653 -0.017 0.1218
O 0.822 -5.818 -0.948 -0.3124
H -0.872 -4.976 2.019 0.0717
H -2.960 4.735 3.057 0.0912
H -2.689 -1.946 -4.606 0.0953
H 4.594 4.906 1.757 0.0978
O -1.621 -2.373 -2.945 -0.1269
H -1.448 5.373 3.770 0.0953
C -0.015 4.376 1.798 -0.4416
H -1.631 -4.630 -1.835 0.1168
O -1.328 -6.768 -0.103 -0.3232
```

SMILES   COC(=O)c1cc(NC(=O)[C@H](CCS(C)(=O)=O)OC)c(F)cc1OC
HOMO-LUMO gap   0.327 Ha
E_tot   -45253.9860 eV
LUMO   0.18 eV

Below is a molecular structure, C15H20N2OPt in a non-equilibrium geometry, with properties calculated with ωB97M-V/def2-TZVPD.

```
39
Properties=species:S:1:pos:R:3:lowdin_spin:R:1
C 1.439 -3.671 -0.532 0.0336
C 1.827 -2.427 -1.016 0.2008
H 1.791 3.744 -2.182 0.0111
C 1.694 2.694 -1.910 0.2578
H -0.132 -4.741 0.521 0.0097
H -0.109 3.006 -0.735 0.0025
Pt -1.162 0.345 0.521 0.5844
H -3.580 1.153 -0.689 0.0075
C 0.628 2.296 -1.111 0.1156
C 0.107 0.088 2.133 0.2319
H -3.258 -1.431 0.459 0.0073
C 1.453 0.744 2.196 0.0910
H -1.866 1.033 -1.031 0.0401
C -3.014 -0.423 0.779 0.1023
N -0.155 -1.452 -0.099 0.1735
H -2.179 2.048 2.188 0.0021
H -3.854 0.123 1.199 0.0041
C 1.010 -1.313 -0.799 0.2022
H 3.473 2.025 -2.958 -0.0022
H -2.027 2.836 0.579 0.0010
C 0.214 -3.786 0.133 0.2352
H 1.761 0.836 3.249 0.0031
C 2.623 1.744 -2.345 0.0385
H 2.082 -4.535 -0.672 -0.0022
H 1.442 1.734 1.724 0.0006
N 0.467 1.002 -0.763 0.3318
H -2.921 -0.337 -1.496 0.0052
C -2.770 0.428 -0.739 0.0905
H -0.594 2.695 1.662 0.0047
C 1.330 0.046 -1.212 0.2473
H 2.179 0.104 1.669 0.0011
H 2.759 -2.267 -1.550 0.0060
H -2.286 -0.520 1.643 0.0491
H 3.118 -0.385 -2.289 0.0072
O -0.298 -0.701 2.991 0.5702
C -1.518 2.208 1.323 0.0183
H -1.535 -2.693 0.829 0.0020
C 2.438 0.410 -1.987 0.2182
C -0.575 -2.661 0.315 0.0967
```

2S+1   5
HOMO-LUMO gap (alpha / beta)   0.212 / 0.222 Ha
Charge   +2
E_tot   -24129.3055 eV
LUMO (alpha / beta)   -6.90 / -10.89 eV

Below is a molecular structure, C15H20NO3Rh in a non-equilibrium geometry, with properties calculated with ωB97M-V/def2-TZVPD.

```
40
Properties=species:S:1:pos:R:3:lowdin_spin:R:1
H -2.243 -1.310 -3.291 0.0171
C 2.362 -0.624 0.454 0.1841
C 1.510 1.473 0.919 0.1227
O -0.240 -2.025 0.563 0.0726
H 0.543 0.837 -4.842 0.0769
C 2.377 0.142 -0.757 0.0275
H -0.313 -3.079 -2.069 0.0049
H 1.404 -2.482 -1.866 0.0044
C 0.434 -2.324 -2.356 0.0232
H -2.092 0.418 -3.690 0.0309
O -0.079 -0.992 -2.017 0.0372
H -0.603 2.953 0.229 0.0141
O -0.271 -3.482 2.155 0.0176
N -0.078 -2.333 1.859 0.0052
H 2.793 -0.181 -1.704 0.0048
H 2.710 -1.641 0.567 0.0109
H -0.132 -2.600 -4.490 0.0696
C 1.814 0.189 1.495 0.0383
C 0.486 -1.968 -3.847 0.1826
H -1.034 1.504 2.473 0.0131
Rh -0.521 0.070 0.111 1.7109
H -2.868 -0.616 -0.929 0.0161
C 0.562 0.628 -3.763 0.1526
H 1.500 -1.820 -4.236 0.0589
C -2.455 0.178 -0.309 0.1047
H -2.495 -0.691 1.801 0.0142
H 0.116 1.508 -3.283 0.0184
C -0.201 -0.638 -3.435 0.0072
C -2.253 0.133 1.121 0.1350
H 1.677 -0.102 2.531 -0.0012
C 1.833 1.431 -0.478 0.1754
C -1.413 1.253 1.477 0.0905
C -1.118 1.992 0.283 0.1247
C -1.661 -0.575 -3.857 0.1858
H -1.761 -0.787 -4.931 0.0831
H 1.686 2.231 -1.198 0.0147
H -1.678 1.699 -1.847 0.0226
H 1.612 0.558 -3.461 0.0169
C -1.754 1.342 -0.819 0.1053
H 1.210 2.347 1.480 0.0065
```

2S+1   5
HOMO-LUMO gap (alpha / beta)   0.090 / 0.221 Ha
Charge   -2
E_tot   -26509.3929 eV
LUMO (alpha / beta)   5.60 / 4.68 eV

Below is a single C15H20O6 molecule in a non-equilibrium geometry, with properties calculated with ωB97M-V/def2-TZVPD.

```
41
Properties=species:S:1:pos:R:3:lowdin_charge:R:1
H 0.305 -2.885 -2.354 0.0953
H -2.314 0.436 2.575 0.0830
C -0.296 1.091 1.904 -0.3763
H 2.128 -0.885 1.022 0.1267
H 1.911 -1.285 -2.827 0.0870
H -1.481 1.416 3.728 0.0941
C 1.293 -0.678 1.675 0.0286
C -0.835 -1.036 0.331 -0.2188
H 0.435 0.246 -3.732 0.1311
H -1.794 2.570 1.307 0.1226
H -1.496 1.632 -0.765 0.1200
H -0.195 3.232 1.401 0.1379
O 1.770 1.460 -0.158 0.0273
C 1.740 0.374 2.689 -0.4157
C -1.648 -1.044 -2.068 -0.4020
H 2.533 0.337 -2.389 0.1180
H -0.747 -1.957 0.891 0.1465
H -0.703 -3.450 -0.966 0.0986
C -0.120 0.485 -2.827 -0.0695
O -1.435 -0.083 -2.986 0.0827
O 0.890 1.433 2.657 0.0607
C 0.175 0.022 0.879 -0.2130
C 0.518 -0.112 -1.568 -0.2732
H 0.992 -2.910 -0.717 0.1034
C -0.759 2.321 1.127 -0.0661
C 1.939 -0.551 -2.022 -0.0082
H -0.949 -0.257 3.475 0.0931
H -2.752 -1.269 0.068 0.1224
H 1.725 2.069 0.620 0.1258
C -1.320 0.638 2.980 0.0233
O 2.787 0.260 3.322 0.1057
C 0.507 0.830 -0.353 -0.3568
O -2.158 -0.578 0.463 -0.0076
H -0.177 1.574 -2.769 0.1315
C -0.566 1.976 -0.341 -0.0644
H 0.970 -1.565 2.216 0.1400
O -2.659 -1.691 -1.905 0.1207
H 2.457 -0.988 -1.207 0.0616
H -0.270 2.825 -0.947 0.1238
C -0.456 -1.277 -1.137 -0.2480
C 0.053 -2.729 -1.295 0.0084
```

SMILES   C[C@@]12COC(=O)[C@]1(C)[C@H](O)[C@]13CC(=O)O[C@@]1(C)CC[C@]23O
HOMO-LUMO gap   0.396 Ha
E_tot   -28165.2699 eV
LUMO   0.57 eV

Question: Among the records above, which one has the lowest E_tot?
Answer: C15H20FNO7S

Repeat the third record exactly.
Below is a molecular structure, C15H20NO3Rh in a non-equilibrium geometry, with properties calculated with ωB97M-V/def2-TZVPD.

```
40
Properties=species:S:1:pos:R:3:lowdin_spin:R:1
H -2.243 -1.310 -3.291 0.0171
C 2.362 -0.624 0.454 0.1841
C 1.510 1.473 0.919 0.1227
O -0.240 -2.025 0.563 0.0726
H 0.543 0.837 -4.842 0.0769
C 2.377 0.142 -0.757 0.0275
H -0.313 -3.079 -2.069 0.0049
H 1.404 -2.482 -1.866 0.0044
C 0.434 -2.324 -2.356 0.0232
H -2.092 0.418 -3.690 0.0309
O -0.079 -0.992 -2.017 0.0372
H -0.603 2.953 0.229 0.0141
O -0.271 -3.482 2.155 0.0176
N -0.078 -2.333 1.859 0.0052
H 2.793 -0.181 -1.704 0.0048
H 2.710 -1.641 0.567 0.0109
H -0.132 -2.600 -4.490 0.0696
C 1.814 0.189 1.495 0.0383
C 0.486 -1.968 -3.847 0.1826
H -1.034 1.504 2.473 0.0131
Rh -0.521 0.070 0.111 1.7109
H -2.868 -0.616 -0.929 0.0161
C 0.562 0.628 -3.763 0.1526
H 1.500 -1.820 -4.236 0.0589
C -2.455 0.178 -0.309 0.1047
H -2.495 -0.691 1.801 0.0142
H 0.116 1.508 -3.283 0.0184
C -0.201 -0.638 -3.435 0.0072
C -2.253 0.133 1.121 0.1350
H 1.677 -0.102 2.531 -0.0012
C 1.833 1.431 -0.478 0.1754
C -1.413 1.253 1.477 0.0905
C -1.118 1.992 0.283 0.1247
C -1.661 -0.575 -3.857 0.1858
H -1.761 -0.787 -4.931 0.0831
H 1.686 2.231 -1.198 0.0147
H -1.678 1.699 -1.847 0.0226
H 1.612 0.558 -3.461 0.0169
C -1.754 1.342 -0.819 0.1053
H 1.210 2.347 1.480 0.0065
```

2S+1   5
HOMO-LUMO gap (alpha / beta)   0.090 / 0.221 Ha
Charge   -2
E_tot   -26509.3929 eV
LUMO (alpha / beta)   5.60 / 4.68 eV

Question: The highest E_tot belongs to which entry?
Answer: C15H20N2OPt